No. 1
The following is a DFT calculation (ωB97M-V/def2-TZVPD) of 2 unconnected molecules or ions with the total composition C2H2FNO.

Atoms and positions in Å:
C 1.239 -0.230 -0.202
C -0.127 0.117 0.062
N 2.334 -0.475 -0.436
O -0.697 -0.501 1.110
F -0.213 1.447 0.056
H -0.883 -0.067 -1.614
H -1.653 -0.291 1.024

Summary:
gap between HOMO and LUMO (alpha / beta) = 9.774 / 9.774 eV
ΔE to the lowest compared entry with this formula, charge and spin = 2.9459 eV
lowest unoccupied orbital energy (alpha / beta) = -0.72 / -0.72 eV

No. 2
The following is a DFT calculation (ωB97M-V/def2-TZVPD) of C7H14S2 in the gas phase.

Atoms and positions in Å:
C -2.514 0.864 -0.167
C 0.532 -0.637 0.598
C -2.599 0.329 -1.559
C 2.244 1.040 -0.431
C 1.811 1.140 2.118
C -0.551 -3.062 -0.559
C 1.833 0.197 0.863
S -1.089 0.647 0.707
S 0.709 -1.720 -0.699
H -3.296 1.274 0.409
H -1.638 0.081 -1.967
H -3.280 0.911 -2.312
H -3.117 -0.747 -1.505
H 3.316 1.249 -0.228
H 1.720 1.930 -0.432
H 2.188 0.435 -1.299
H 2.707 1.517 2.472
H 1.377 0.582 2.916
H 1.020 2.047 2.031
H -1.183 -2.671 0.182
H 0.002 -3.992 -0.588
H -1.031 -3.040 -1.547
H 2.574 -0.647 0.847

Summary:
gap between HOMO and LUMO (alpha / beta) = 6.599 / 7.190 eV
ΔE to the lowest compared entry with this formula, charge and spin = 5.1042 eV
lowest unoccupied orbital energy (alpha / beta) = -0.33 / 0.01 eV

No. 3
The following is a DFT calculation (ωB97M-V/def2-TZVPD) of a gas-phase ion, C9H15N2O (charge +1).

Atoms and positions in Å:
C 2.085 0.669 0.923
C 2.526 -0.490 0.556
C 0.560 0.780 0.996
C -1.000 -1.458 -0.262
C -1.908 -0.290 0.130
C -0.069 1.193 -0.343
C 1.482 -1.340 -0.131
C 1.951 -2.056 -1.364
C -1.935 2.134 0.717
N 0.297 -1.255 0.413
N -1.503 1.087 -0.270
O -0.061 0.939 2.020
H 2.685 1.235 1.634
H 3.533 -0.844 0.768
H -1.549 -2.309 0.113
H -0.806 -1.638 -1.369
H -2.896 -0.536 -0.414
H -2.129 -0.430 1.208
H 0.246 2.181 -0.394
H 0.321 0.646 -1.255
H 1.299 -2.891 -1.716
H 2.938 -2.444 -1.428
H 1.874 -1.253 -2.162
H -1.439 3.092 0.370
H -3.000 2.234 0.735
H -1.520 1.740 1.665
H -1.984 1.304 -1.140

Summary:
total charge = +1
gap between HOMO and LUMO = 9.873 eV
ΔE to the lowest compared entry with this formula, charge and spin = 3.4967 eV
lowest unoccupied orbital energy = -3.17 eV

No. 4
The following is a DFT calculation (ωB97M-V/def2-TZVPD) of 3 unconnected molecules or ions with the total composition C5H12O2.

Atoms and positions in Å:
C 0.116 2.340 -1.036
C -0.862 1.194 -0.802
C -0.542 0.230 0.263
O -1.695 -0.387 0.762
C 0.548 -0.716 -0.124
C 0.984 -1.667 1.014
O -0.104 -2.539 1.326
H 0.152 2.550 -2.105
H -0.152 3.288 -0.538
H 1.133 2.087 -0.710
H -0.686 0.002 -1.950
H -1.914 1.503 -0.787
H 0.028 0.794 1.030
H -1.467 -1.317 0.936
H 1.419 -0.201 -0.537
H -0.121 -0.894 -1.604
H 1.297 -1.152 1.954
H 1.861 -2.236 0.686
H 0.007 -2.880 2.222

Summary:
gap between HOMO and LUMO = 9.041 eV
ΔE to the lowest compared entry with this formula, charge and spin = 5.2407 eV
lowest unoccupied orbital energy = 0.45 eV

No. 5
The following is a DFT calculation (ωB97M-V/def2-TZVPD) of 2 unconnected molecules or ions with the total composition C5H14NP.

Atoms and positions in Å:
C 0.184 0.187 2.963
C 0.448 -1.937 -1.898
C -1.770 -1.114 -1.103
C 1.772 2.066 -0.557
C -0.338 0.261 1.456
N -0.301 -1.253 -0.841
P 0.792 -0.482 0.194
H 1.206 -0.044 2.800
H 0.196 1.054 3.604
H -0.150 -0.748 3.494
H 1.239 -2.542 -1.585
H -0.248 -2.644 -2.275
H 0.825 -1.175 -2.769
H -2.242 -0.650 -0.212
H -1.879 -0.375 -1.849
H -2.363 -1.980 -1.378
H 2.577 1.870 0.134
H 1.008 2.587 -0.130
H 2.054 2.332 -1.571
H -0.474 1.352 1.250
H -1.286 -0.223 1.245

Summary:
gap between HOMO and LUMO (alpha / beta) = 7.264 / 7.914 eV
ΔE to the lowest compared entry with this formula, charge and spin = 3.5028 eV
lowest unoccupied orbital energy (alpha / beta) = 0.62 / 0.52 eV

No. 6
The following is a DFT calculation (ωB97M-V/def2-TZVPD) of 10 unconnected molecules or ions with the total composition C36H52ClI4N4O29P2.

Atoms and positions in Å:
C 4.796 1.314 2.965
C 4.215 1.029 1.614
I 5.366 -0.257 0.364
C 3.057 1.484 1.155
I 1.779 2.758 2.280
N 2.553 1.155 -0.145
C 2.874 1.889 -1.168
N 3.712 3.002 -1.061
C 4.061 3.381 -2.453
P 5.664 2.620 -3.056
O 6.519 3.997 -3.342
Cl 5.241 1.904 -4.939
C 2.751 2.965 -3.176
P 1.469 4.327 -3.061
N 1.591 4.967 -4.652
O 2.200 5.485 -2.125
N 2.492 1.730 -2.460
C 1.324 0.901 -2.811
I 0.781 1.184 -4.886
C 1.653 -0.636 -2.573
C 3.134 -0.929 -2.894
I 0.463 -1.938 -3.855
H 4.625 0.439 3.599
H 4.321 2.162 3.456
H 5.865 1.516 2.913
H 1.916 0.365 -0.228
H 4.567 2.610 -0.640
H 4.263 4.456 -2.393
H 7.302 3.978 -2.783
H 3.002 2.893 -4.232
H 0.685 5.268 -4.980
H 1.995 4.318 -5.315
H 1.531 6.094 -1.803
H 0.438 1.134 -2.213
H 1.366 -0.947 -1.567
H 3.218 -1.966 -3.216
H 3.797 -0.785 -2.042
H 3.428 -0.320 -3.751
C 0.178 -0.735 3.895
C -0.832 -1.714 3.352
O -0.512 -1.727 1.940
C 0.763 -1.350 1.805
O 1.387 -1.404 0.779
O 1.268 -0.886 2.962
H 0.492 -0.958 4.900
H -0.178 0.296 3.852
H -0.714 -2.715 3.756
H -1.854 -1.392 3.510
C -2.923 -2.341 -0.548
C -3.344 -3.731 -0.966
O -4.263 -4.093 0.070
C -4.755 -2.953 0.612
O -5.661 -2.904 1.380
O -4.074 -1.870 0.163
H -2.706 -1.689 -1.391
H -2.066 -2.349 0.125
H -3.869 -3.743 -1.924
H -2.514 -4.431 -1.008
C 6.174 -5.876 0.030
C 5.694 -4.850 1.033
O 6.233 -3.636 0.501
C 6.434 -3.810 -0.826
O 6.708 -2.928 -1.576
O 6.274 -5.104 -1.173
H 5.480 -6.702 -0.101
H 7.160 -6.275 0.275
H 4.605 -4.770 1.062
H 6.065 -5.027 2.039
C -2.648 3.619 -0.689
C -2.801 2.697 -1.873
O -1.977 1.582 -1.508
C -1.881 1.567 -0.159
O -1.401 0.670 0.462
O -2.393 2.693 0.379
H -3.540 4.206 -0.488
H -1.794 4.293 -0.787
H -3.828 2.356 -2.006
H -2.454 3.140 -2.803
C -5.760 -0.187 -4.314
C -5.333 -0.040 -5.754
O -5.425 1.374 -5.953
C -5.315 1.983 -4.753
O -5.180 3.153 -4.600
O -5.368 1.071 -3.747
H -5.259 -1.007 -3.806
H -6.839 -0.302 -4.201
H -4.299 -0.352 -5.916
H -5.976 -0.569 -6.451
C 1.069 1.211 8.828
C 1.303 1.969 7.541
O 0.775 1.071 6.558
C -0.131 0.265 7.171
O -0.870 -0.473 6.606
O -0.079 0.419 8.513
H 0.867 1.861 9.675
H 1.898 0.546 9.079
H 0.743 2.905 7.498
H 2.354 2.173 7.351
C -3.601 2.298 -8.855
C -2.558 3.166 -9.515
O -1.347 2.674 -8.920
C -1.570 1.408 -8.490
O -0.728 0.668 -8.092
O -2.881 1.096 -8.568
H -4.452 2.095 -9.499
H -3.959 2.716 -7.913
H -2.511 3.019 -10.596
H -2.686 4.225 -9.307
C -5.125 -0.445 4.556
C -4.619 -0.154 3.164
O -4.672 1.277 3.110
C -4.614 1.746 4.380
O -4.466 2.889 4.670
O -4.743 0.736 5.273
H -4.671 -1.328 4.999
H -6.211 -0.547 4.594
H -3.586 -0.470 3.018
H -5.236 -0.596 2.387
C 0.496 -4.988 7.547
C 0.539 -6.101 6.525
O -0.582 -5.795 5.693
C -0.844 -4.473 5.811
O -1.610 -3.874 5.125
O -0.119 -3.924 6.812
H 1.482 -4.693 7.899
H -0.131 -5.230 8.406
H 1.446 -6.077 5.918
H 0.433 -7.090 6.965

Summary:
total charge = +1
gap between HOMO and LUMO = 8.250 eV
lowest unoccupied orbital energy = -2.30 eV